Formula: C31H57FIN4O2
Source: the Open Molecules 2025 dataset
Level of theory: the ωB97M-V functional and the def2-TZVPD basis

Positions of all 96 atoms, in Å:
I  5.4145  -3.1538  -1.4733
F  5.3381  -6.4813  3.6297
O  -1.1647  0.4075  -0.4387
O  -0.6482  7.1862  -2.7924
N  2.7332  -7.8696  -0.6198
N  -1.9451  0.1086  0.6115
N  -1.6274  6.5720  -3.4734
N  4.7133  -5.0642  0.9780
C  0.2496  -4.6736  2.4906
C  5.4113  -2.7790  1.4788
C  1.5828  -5.3959  2.0508
C  6.0613  -5.7107  0.9891
C  3.5079  -5.8261  0.5328
C  -2.0776  8.8902  -4.3618
C  -4.0612  6.7294  -1.8077
C  -2.7518  2.4600  1.0375
C  3.5118  -6.6089  -0.8536
C  -2.6770  7.5915  -3.7769
C  -2.9355  5.7560  -1.4696
C  -3.1172  1.0350  0.5844
C  0.2435  -0.6131  1.6439
C  -0.7679  1.5736  2.3013
C  -2.0569  5.3809  -2.6810
C  -1.0929  0.1412  1.8374
C  5.7455  -7.6056  2.8400
C  4.5771  -3.6486  0.4600
C  -3.6049  7.0834  -4.9042
C  -3.5224  7.9527  -2.5417
C  -2.8182  4.3933  -3.6033
C  2.2256  -4.8483  0.7004
C  -1.7983  -0.6388  2.9779
C  6.0860  -2.2219  2.3321
C  6.0586  -7.2560  1.3225
C  -0.5092  -5.3059  3.4692
C  -1.9872  2.4900  2.3565
C  -0.8528  4.5499  -2.1646
C  2.9916  -3.4219  0.7054
C  -3.7691  1.1138  -0.8146
C  -4.2526  0.4860  1.4785
H  6.7869  -1.8758  3.1396
H  4.4983  -4.9046  1.9868
H  3.3649  -8.6715  -0.5504
H  -0.2601  5.0859  -1.4197
H  -2.3154  6.2110  -0.6882
H  6.6665  -5.2024  1.8115
H  -3.1252  1.5962  -1.5530
H  3.0265  -6.0039  -1.6903
H  -0.2958  1.5463  3.2887
H  2.3699  -5.4470  2.8751
H  -1.4515  8.6760  -5.2328
H  -2.4726  4.4655  -4.6381
H  5.3851  -7.8870  0.6733
H  -4.8314  6.2335  -2.4060
H  2.0355  -8.0062  -1.3556
H  -2.3999  0.0023  3.6219
H  0.8008  -0.6552  2.5840
H  7.1178  -7.6294  1.1165
H  -2.1414  2.9515  0.2706
H  -4.3602  8.5931  -2.8344
H  0.9030  -0.1219  0.9245
H  -4.0278  0.1171  -1.1840
H  -0.1928  4.2584  -2.9849
H  -0.0485  -3.6832  2.0315
H  -4.6910  1.6999  -0.7793
H  -2.6608  3.3544  -3.3025
H  -1.0791  -1.1292  3.6393
H  -4.2740  6.2829  -4.5956
H  2.6169  -2.9593  -0.2638
H  -3.8981  4.5436  -3.5874
H  -2.6437  2.2075  3.1848
H  6.6385  -8.0692  3.3639
H  -4.5559  7.0476  -0.8848
H  -3.0249  6.7326  -5.7620
H  -4.0453  0.5552  2.5443
H  -3.6566  3.0680  1.1360
H  -1.4770  9.4413  -3.6357
H  -1.1926  -4.7362  4.1679
H  6.6595  -5.5256  0.0371
H  -4.4707  -0.5584  1.2396
H  4.8819  -8.3482  2.8594
H  2.8236  -2.7674  1.6221
H  -5.1746  1.0526  1.3254
H  -2.8696  9.5699  -4.6864
H  -2.9230  8.5439  -1.8389
H  -1.1974  3.6356  -1.6736
H  -4.2571  7.8852  -5.2601
H  3.3797  -6.6483  1.2947
H  0.0722  -1.6400  1.3107
H  -0.3995  -6.4216  3.6128
H  -3.3667  4.8514  -1.0275
H  -2.4382  -1.4330  2.5827
H  -1.6629  3.5137  2.5658
H  1.6065  -4.8726  -0.2394
H  1.3045  -6.4858  1.8398
H  4.5624  -6.8417  -1.2323
H  -0.0330  2.0246  1.6243

Values from the calculation:
HOMO (spin up / spin down) = -9.87 / -10.53 eV
2S+1 = 3
<S²> = 2.0087
Gap between HOMO and LUMO (spin up / spin down) = 6.692 / 7.354 eV
Net charge = +1

Here are the Mulliken charges for atoms 1 to 8, given in e: number 1, I, carries 0.298; number 2, F, carries -0.312; number 3, O, carries -0.564; number 4, O, carries -0.554; number 5, N, carries -0.502; number 6, N, carries 0.363; number 7, N, carries 0.352; number 8, N, carries 0.372

***

Formula: C31H35AsIrN7O8S2
Source: the Open Molecules 2025 dataset
Level of theory: the ωB97M-V functional and the def2-TZVPD basis

Positions of all 85 atoms, in Å:
Ir  0.4998  -0.4782  0.5835
As  3.2373  1.5825  -1.2341
S  0.4433  -5.3549  -0.3562
S  2.4795  1.0676  0.6886
O  1.1036  0.7293  4.8408
O  -3.3383  -1.3235  -0.0683
O  -1.1170  -1.6141  0.0718
O  1.7780  -0.7735  -2.4824
O  -0.7748  -5.7216  0.2999
O  1.6524  -1.7765  -0.4856
O  1.6323  -0.1897  2.8504
O  1.2223  -6.3106  -1.0933
N  -2.9907  4.8451  0.0127
N  0.0708  -4.1750  -1.4211
N  -4.1250  4.8250  0.5915
N  -3.0250  4.0233  -1.0724
N  -0.3658  0.7830  -0.6980
N  -0.8566  0.0755  1.9896
N  -1.2399  2.5231  -1.6499
C  -2.2601  -1.0729  0.4154
C  2.8586  -4.7290  0.7637
C  -0.5773  0.4962  3.2250
C  3.6618  -4.0919  1.6989
C  -6.1251  2.1594  -1.8123
C  -1.8345  3.8336  -1.8470
C  2.2121  -3.1224  -2.3156
C  3.9803  -2.6934  3.7702
C  2.0218  2.2776  -2.5552
C  -0.8036  0.4006  -1.9495
C  1.8848  -1.7646  -1.7522
C  -3.1865  0.1768  2.4172
C  0.9028  -3.9229  1.9184
C  3.1092  -3.3585  2.7433
C  -1.6037  0.8723  4.0742
C  0.9171  -3.9073  -2.5767
C  1.7168  -3.2899  2.8399
C  -6.2854  3.5972  0.1399
C  -6.8515  2.6940  -0.7277
C  4.3972  3.0729  -0.8392
C  1.4829  -4.6293  0.8716
C  4.4281  0.3220  -2.0726
C  -2.1227  -0.1800  1.6223
C  -4.9579  3.9630  -0.0997
C  -2.9176  0.7619  3.6500
C  -0.6351  2.0712  -0.5285
C  0.8745  0.3762  3.6901
C  -4.2530  3.4346  -1.1770
C  -1.3583  1.4736  -2.5461
C  -0.3552  2.9078  0.6678
C  -4.8192  2.5126  -2.0621
H  -3.7293  1.0694  4.2964
H  4.9708  -2.4841  3.3639
H  -7.8749  2.3752  -0.5792
H  -2.0568  3.9228  -2.9075
H  -0.6607  3.9389  0.5082
H  5.1364  0.8822  -2.6810
H  2.8520  -3.6714  -1.6238
H  3.8609  -0.3715  -2.6855
H  5.1350  2.7511  -0.1074
H  -0.6902  -0.6100  -2.2961
H  -4.1864  -0.0454  2.0698
H  -1.8222  1.5944  -3.5098
H  -0.9071  2.5403  1.5275
H  4.1067  -3.3469  4.6371
H  3.2912  -5.3078  -0.0442
H  -6.6095  1.4424  -2.4614
H  4.9541  -0.2079  -1.2818
H  2.5803  2.5156  -3.4599
H  0.3130  -3.3618  -3.3031
H  2.7241  -2.9975  -3.2686
H  -0.1772  -3.8837  2.0031
H  3.8048  3.8784  -0.4128
H  -4.2692  2.0832  -2.8890
H  -1.1444  4.6204  -1.5606
H  1.2745  -2.7397  3.6610
H  3.5445  -1.7545  4.1053
H  -1.3242  1.2179  5.0605
H  4.8944  3.4124  -1.7469
H  4.7404  -4.1657  1.6155
H  1.1732  -4.8651  -3.0220
H  -6.8307  4.0110  0.9783
H  0.7095  2.8642  0.9030
H  -0.4135  -3.3936  -0.9912
H  1.5763  3.1835  -2.1477
H  1.2668  1.5254  -2.7636

Values from the calculation:
HOMO = -8.51 eV
Gap between HOMO and LUMO = 8.183 eV

Here are the Mulliken charges for atoms 1 to 8, given in e: number 1, Ir, carries 3.009; number 2, As, carries 1.132; number 3, S, carries 1.308; number 4, S, carries -0.655; number 5, O, carries -0.788; number 6, O, carries -0.722; number 7, O, carries -0.875; number 8, O, carries -0.659

***

Formula: C24H45N7O5PbS
Source: the Open Molecules 2025 dataset
Level of theory: the ωB97M-V functional and the def2-TZVPD basis

Positions of all 83 atoms, in Å:
Pb  0.7574  0.2100  0.8875
S  -0.3820  2.6042  -0.4993
O  1.8458  2.4893  2.3815
O  1.8802  0.1193  3.7744
O  5.8942  -1.9483  -4.3201
O  -0.2178  -1.2798  2.7750
O  -0.6597  1.5064  2.7419
N  -1.8538  2.7180  -2.6798
N  -2.9618  0.3106  0.0358
N  -0.7943  0.7937  -2.4243
N  -3.2523  -2.0007  0.3208
N  -1.0964  -1.1168  -0.0340
N  3.6374  -0.7422  -3.2226
N  1.9734  -0.4168  -1.4554
C  -1.7926  2.0084  -4.0357
C  -4.1839  0.7570  0.6868
C  -2.8875  -3.3807  0.2406
C  0.7952  3.4630  2.4004
C  -1.3824  -0.6472  3.2568
C  4.6404  -2.5533  -4.3861
C  -1.0183  2.0109  -1.9004
C  -2.2072  4.1355  -2.5663
C  -1.3201  0.6246  -3.7759
C  -1.6561  -3.5066  -0.6317
C  2.6450  2.3105  3.5531
C  -1.1980  0.7412  3.7940
C  4.9448  -0.0922  -3.2148
C  3.4127  -1.6400  -4.3515
C  1.9957  -1.2912  3.6065
C  6.0411  -1.1621  -3.1700
C  -0.3723  2.8381  3.0882
C  -5.2313  -0.3225  0.4539
C  -2.4441  -0.9558  0.1063
C  -0.6001  -2.5279  -0.2937
C  2.7459  -0.5630  -2.3124
C  0.6263  -1.8617  3.7593
C  3.0884  0.7841  3.6296
C  -4.6130  -1.7049  0.8742
H  -4.5328  1.7197  0.1846
H  0.7205  -2.9204  3.6521
H  2.0467  2.5095  4.4250
H  -2.1264  -0.1493  -3.8177
H  0.6338  3.6883  1.3689
H  -0.5741  0.8121  4.7179
H  -5.3270  -2.4686  0.5289
H  -6.0907  -0.1993  1.1350
H  -2.4591  4.3598  -1.5659
H  6.9963  -0.5442  -3.2506
H  -5.5258  -0.2457  -0.5767
H  -2.6985  2.2089  -4.5758
H  3.1459  -1.1298  -5.3074
H  -1.2305  3.5671  2.9253
H  -0.5364  0.3081  -4.4314
H  0.0288  0.2393  -2.1097
H  -2.2770  1.0659  -0.0182
H  -2.7595  -3.7941  1.2132
H  2.5962  -2.2524  -4.0562
H  -2.1486  1.1454  4.2120
H  -3.6981  -3.8604  -0.2830
H  -1.9774  -3.3932  -1.6571
H  0.1332  -2.4810  -1.0449
H  4.9256  0.6056  -4.0585
H  3.5506  0.4826  2.7081
H  3.8462  0.5804  4.4529
H  -1.3757  4.7345  -2.9886
H  -1.0501  2.6058  -4.5871
H  -2.0180  -0.5568  2.3646
H  -1.2914  -4.5664  -0.4804
H  4.6039  -3.2151  -5.2323
H  -0.0808  -2.9431  0.5608
H  -1.8563  -1.2433  4.0314
H  -3.0556  4.3139  -3.2862
H  -4.6539  -1.8685  1.9685
H  5.1117  0.5983  -2.3726
H  4.4826  -3.2264  -3.4646
H  -3.9971  0.9619  1.7354
H  0.2913  -1.4753  4.7261
H  -0.1976  2.9049  4.1310
H  6.0905  -1.7753  -2.2892
H  1.0376  4.4599  2.8316
H  3.5140  2.9970  3.5352
H  2.5658  -1.7703  4.3764
H  2.4183  -1.5005  2.5764

Values from the calculation:
HOMO = -13.63 eV
Gap between HOMO and LUMO = 8.928 eV
Net charge = +2

Here are the Mulliken charges for atoms 1 to 8, given in e: number 1, Pb, carries 1.312; number 2, S, carries -0.427; number 3, O, carries -0.258; number 4, O, carries -0.210; number 5, O, carries -0.340; number 6, O, carries -0.110; number 7, O, carries 0.390; number 8, N, carries 0.028

***

Calculated total energy for every record listed, in sequence, given in Eh: -1981.8825, -5324.0703, -2291.4819.